(1)
Computed, not measured: a 8-piece molecular cluster, C61H77F7INO4P overall at a distorted geometry, with ωB97M-V with the def2-TZVPD basis set.

CARTESIAN COORDINATES (ANGSTROEM)
1 C -8.99884 0.18233 -2.19006
2 C -8.09113 0.65878 -1.06320
3 O -8.67845 1.61652 -0.19675
4 C -8.94652 2.86564 -0.78460
5 C -7.74018 3.74206 -1.11990
6 C -6.82442 4.08630 0.06443
7 C -5.35604 4.40877 -0.32022
8 C -4.27854 3.54033 0.34276
9 P -4.30813 1.66807 -0.03181
10 C -4.29544 1.99287 -1.91642
11 C -3.62657 0.87784 -2.74404
12 C -2.51406 1.45951 -3.58070
13 I -2.10831 0.30618 -5.38945
14 O -4.14162 1.35716 1.70102
15 C -2.82292 1.45846 2.13487
16 C -1.85296 1.15532 0.96417
17 C -1.45607 -0.35764 1.12122
18 C -2.52995 -1.38405 0.75165
19 C -2.31961 -2.66588 1.55666
20 N -3.46281 -3.58484 1.45691
21 C -0.54113 1.93000 1.03522
22 C 0.23500 1.95415 -0.28133
23 O -0.05496 0.83425 -1.10816
24 C 1.07013 0.22921 -1.67971
25 C 0.57317 -0.97137 -2.44320
26 O -2.55201 1.51312 -0.17071
27 H -9.84996 -0.35197 -1.77532
28 H -8.43057 -0.54105 -2.76647
29 H -9.29385 0.98891 -2.84826
30 H -7.80598 -0.17900 -0.44206
31 H -7.16876 1.03915 -1.49208
32 H -9.54004 3.40852 -0.05094
33 H -9.59179 2.77205 -1.65902
34 H -7.19833 3.33858 -1.97025
35 H -8.16851 4.67923 -1.47570
36 H -6.87646 3.30789 0.81557
37 H -7.24436 4.97830 0.52633
38 H -5.18970 5.41558 0.04324
39 H -5.26356 4.46682 -1.40308
40 H -3.29638 3.94689 0.10829
41 H -4.40298 3.67883 1.41317
42 H -5.72586 1.56228 0.14826
43 H -4.35971 0.24990 -0.36832
44 H -5.27190 2.20048 -2.34712
45 H -3.71547 2.90363 -2.06154
46 H -3.29485 0.04285 -2.13766
47 H -4.36834 0.49159 -3.43889
48 H -2.79019 2.43027 -3.95705
49 H -1.57432 1.54195 -3.04914
50 H -2.65057 0.87432 3.03694
51 H -2.66520 2.50704 2.45736
52 H -1.24467 -0.50392 2.17625
53 H -0.54155 -0.62083 0.59517
54 H -2.39706 -1.63574 -0.29665
55 H -3.52853 -1.04509 0.98515
56 H -1.40400 -3.16587 1.23993
57 H -2.18061 -2.41049 2.60626
58 H -3.20053 -4.48889 1.09279
59 H -4.19982 -3.18235 0.89373
60 H 0.07493 1.54446 1.84285
61 H -0.77776 2.96458 1.29105
62 H 0.05689 2.87365 -0.83977
63 H 1.30147 1.93269 -0.04953
64 H 1.55673 0.88686 -2.40943
65 H 1.80497 -0.09685 -0.93747
66 H -0.19203 -1.48996 -1.87367
67 H 0.10451 -0.68723 -3.37737
68 H 1.36541 -1.68309 -2.65146
69 F 0.55138 -2.20011 2.94008
70 C 1.53166 -1.75144 3.74339
71 C 1.84122 -2.45949 4.88787
72 C 2.85767 -1.99254 5.70834
73 C 3.53984 -0.82855 5.38059
74 C 3.21003 -0.13074 4.22647
75 C 2.20023 -0.59425 3.39568
76 H 1.29117 -3.36018 5.12706
77 H 3.11840 -2.53934 6.60500
78 H 4.33152 -0.46755 6.02428
79 H 3.74005 0.77698 3.97113
80 H 1.92908 -0.07062 2.48763
81 F 7.11076 -0.49779 4.70047
82 C 7.38366 -1.74873 5.12034
83 C 8.37244 -1.93662 6.06424
84 C 8.64663 -3.22670 6.49723
85 C 7.93849 -4.30201 5.98044
86 C 6.95007 -4.09121 5.02830
87 C 6.66621 -2.80547 4.59546
88 H 8.91585 -1.08425 6.45025
89 H 9.41515 -3.39028 7.24161
90 H 8.15610 -5.30557 6.32026
91 H 6.39881 -4.92851 4.62286
92 H 5.89376 -2.61835 3.86080
93 F 5.66420 -5.66121 7.41716
94 C 5.75683 -6.28551 8.60550
95 C 6.88437 -6.08889 9.37798
96 C 6.97563 -6.73081 10.60419
97 C 5.95006 -7.56057 11.03631
98 C 4.82692 -7.74607 10.24197
99 C 4.72308 -7.10229 9.01777
100 H 7.67352 -5.44110 9.01972
101 H 7.84965 -6.58164 11.22389
102 H 6.02630 -8.06142 11.99225
103 H 4.02789 -8.39433 10.57561
104 H 3.85322 -7.22746 8.38684
105 F 4.49715 1.11875 -1.97781
106 C 4.57778 1.15928 -3.32127
107 C 4.04016 0.12393 -4.05934
108 C 4.11978 0.17256 -5.44253
109 C 4.74005 1.24591 -6.06801
110 C 5.27875 2.27470 -5.30737
111 C 5.19605 2.23743 -3.92263
112 H 3.56170 -0.70579 -3.55537
113 H 3.69652 -0.62696 -6.03423
114 H 4.80182 1.27953 -7.14837
115 H 5.76490 3.11071 -5.79273
116 H 5.60162 3.03314 -3.31185
117 F -3.39355 6.82164 0.30648
118 C -3.41433 7.62838 -0.76269
119 C -4.03070 8.86090 -0.66708
120 C -4.04639 9.69029 -1.77903
121 C -3.45812 9.27734 -2.96676
122 C -2.84868 8.03176 -3.04206
123 C -2.82061 7.19914 -1.93350
124 H -4.49013 9.15911 0.26592
125 H -4.52056 10.66103 -1.71785
126 H -3.47650 9.92538 -3.83340
127 H -2.39505 7.70506 -3.96831
128 H -2.34884 6.22587 -1.96846
129 F 3.17503 -0.94428 -8.46939
130 C 3.01092 -0.06079 -9.47264
131 C 2.22728 1.05467 -9.25476
132 C 2.06313 1.96619 -10.28684
133 C 2.67332 1.74884 -11.51524
134 C 3.45407 0.61820 -11.71202
135 C 3.63070 -0.29571 -10.68337
136 H 1.75504 1.20066 -8.29168
137 H 1.45633 2.84773 -10.13068
138 H 2.53937 2.46110 -12.31865
139 H 3.92715 0.44543 -12.66950
140 H 4.24043 -1.18009 -10.81274
141 F 2.14302 -3.23223 -0.94095
142 C 1.64969 -4.32320 -0.32760
143 C 1.22147 -4.21219 0.98021
144 C 0.70210 -5.33260 1.61032
145 C 0.62622 -6.54296 0.93321
146 C 1.06584 -6.63183 -0.38062
147 C 1.57826 -5.51380 -1.02265
148 H 1.28907 -3.26015 1.49015
149 H 0.35232 -5.25791 2.63155
150 H 0.22134 -7.41545 1.42922
151 H 1.00812 -7.57399 -0.90945
152 H 1.91681 -5.55821 -2.04935

Properties
Gap between HOMO and LUMO, eV: 5.8
Total charge: -1
Max |F|, eV/A: 1.53

(2)
Computed, not measured: a 10-piece molecular cluster, C28H78F3N12O12S overall at a distorted geometry, with ωB97M-V with the def2-TZVPD basis set.

CARTESIAN COORDINATES (ANGSTROEM)
1 C -0.67032 -24.81918 5.76447
2 F -1.21305 -26.03865 5.69310
3 F -0.23290 -24.55754 4.55189
4 F -1.55581 -23.85762 5.98452
5 S 0.67867 -24.77480 7.18417
6 O -0.06674 -24.92771 8.39034
7 O 1.55238 -25.87098 6.89167
8 O 1.29997 -23.45849 7.07651
9 C -4.54344 -27.04252 11.10414
10 O -5.55108 -27.71995 11.17312
11 N -4.16971 -25.97920 11.75433
12 N -3.45419 -27.46988 10.57383
13 H -4.83280 -25.37186 12.21430
14 H -3.22515 -25.65195 11.61004
15 H -2.57842 -26.97146 10.50530
16 H -3.45567 -28.42641 10.24957
17 C 5.95490 -21.53509 10.22621
18 O 6.77146 -21.04840 11.00490
19 N 4.81672 -20.93165 10.03317
20 N 6.04823 -22.66507 9.62303
21 H 4.68366 -20.16112 10.67243
22 H 4.11998 -21.38182 9.45697
23 H 6.90087 -23.20548 9.59071
24 H 5.25972 -23.00694 9.09246
25 C 4.84107 -30.80374 6.01612
26 O 5.24211 -31.91088 6.00021
27 N 4.15068 -30.20368 6.88219
28 N 4.85462 -29.98945 4.96546
29 H 3.81381 -29.26800 6.70571
30 H 3.85160 -30.66105 7.73157
31 H 4.20188 -29.21942 4.99838
32 H 5.24987 -30.41815 4.14078
33 C -8.05080 -21.50724 4.30340
34 C -7.46510 -20.12449 4.21868
35 C -7.25389 -19.60179 2.76221
36 O -6.38150 -20.51299 2.01320
37 C -4.98384 -20.34000 2.46347
38 N -8.34219 -19.17674 5.00857
39 H -8.12532 -21.83126 5.34146
40 H -7.40239 -22.23474 3.81514
41 H -9.02728 -21.65280 3.84145
42 H -6.47343 -20.04488 4.66406
43 H -6.91556 -18.58534 2.96336
44 H -8.25631 -19.67994 2.34133
45 H -4.98131 -19.25053 2.42959
46 H -4.27834 -20.63558 1.68693
47 H -4.66168 -20.64958 3.45770
48 H -8.09811 -18.19796 5.05885
49 H -9.27466 -19.19085 4.62076
50 C -1.57208 -17.85370 8.02566
51 C -1.25939 -16.35721 7.84701
52 C -1.87915 -15.61192 9.05304
53 O -3.32067 -15.64744 9.02922
54 C -3.90079 -14.50465 9.75549
55 N 0.11853 -16.13491 7.42723
56 H -2.59308 -17.90584 8.40371
57 H -0.96985 -18.32960 8.79957
58 H -1.43408 -18.41313 7.10041
59 H -1.81931 -16.04381 6.96590
60 H -1.69520 -14.56346 8.81850
61 H -1.47246 -15.80417 10.04588
62 H -4.82264 -14.80236 10.25513
63 H -4.15448 -13.68676 9.08110
64 H -3.23793 -14.28739 10.59304
65 H 0.51802 -15.99266 8.34389
66 H 0.28887 -17.10785 7.21633
67 C -2.00093 -31.59308 1.20832
68 C -3.22286 -30.86053 0.59695
69 C -3.19212 -29.41177 0.85903
70 O -4.51689 -28.94853 0.54277
71 C -4.76418 -27.52714 0.65725
72 N -3.17112 -31.10964 -0.82636
73 H -2.35813 -32.61030 1.04777
74 H -1.91544 -31.41085 2.27958
75 H -1.09095 -31.47637 0.61975
76 H -4.21655 -31.23203 0.84731
77 H -2.49456 -28.76760 0.32371
78 H -3.00666 -29.16620 1.90469
79 H -4.59252 -27.20836 1.68537
80 H -5.78935 -27.35160 0.33121
81 H -4.08376 -27.05383 -0.05063
82 H -3.89572 -30.45024 -1.07179
83 H -2.38382 -30.63778 -1.24777
84 C 5.16412 -21.91106 1.76422
85 C 5.21743 -21.19854 0.45455
86 C 3.97411 -21.69973 -0.41584
87 O 3.95225 -21.08654 -1.63953
88 C 5.07317 -21.53798 -2.47989
89 N 5.15399 -19.80411 0.78679
90 H 5.72404 -21.76142 2.68737
91 H 5.04666 -22.99132 1.67843
92 H 4.17973 -21.66926 2.16497
93 H 6.20712 -21.44170 0.06788
94 H 3.07606 -21.43083 0.14031
95 H 4.02612 -22.77646 -0.57724
96 H 5.26955 -22.56224 -2.16300
97 H 5.90745 -20.86395 -2.28554
98 H 4.78380 -21.49357 -3.52984
99 H 5.56165 -19.64068 1.69630
100 H 5.75033 -19.24411 0.19446
101 C -7.19426 -30.56340 6.54178
102 C -6.10615 -31.64633 6.85836
103 C -6.35616 -32.95048 6.11803
104 O -7.58079 -33.56564 6.57650
105 C -7.51577 -34.08381 7.87066
106 N -4.85218 -31.09803 6.39156
107 H -7.17025 -30.51573 5.45308
108 H -7.03663 -29.62297 7.06983
109 H -8.19848 -30.90969 6.78618
110 H -6.01472 -31.80691 7.93258
111 H -5.55600 -33.66760 6.30140
112 H -6.38513 -32.71240 5.05474
113 H -6.87916 -34.96832 7.89310
114 H -8.43988 -34.57949 8.16799
115 H -7.18613 -33.50113 8.73083
116 H -4.99194 -30.69620 5.47554
117 H -4.77021 -30.25328 6.93908
118 C -0.35435 -27.56371 17.28583
119 C -0.97390 -26.24291 16.66933
120 C -0.28581 -25.82284 15.37392
121 O 1.23059 -25.70636 15.45375
122 C 1.77662 -25.16850 14.27047
123 N -2.42517 -26.39825 16.51286
124 H -0.54794 -27.75157 18.34192
125 H 0.72615 -27.42959 17.23450
126 H -0.58285 -28.42976 16.66464
127 H -0.77816 -25.44386 17.38439
128 H -0.77388 -24.88039 15.12554
129 H -0.54506 -26.31622 14.43719
130 H 1.36664 -24.17210 14.10557
131 H 1.52707 -25.62873 13.31442
132 H 2.85371 -25.00231 14.25200
133 H -2.92441 -25.63930 16.07143
134 H -2.45714 -27.18335 15.87827

Properties
Energy relative to the best compared isomer or geometry (same formula, charge and spin), kcal per mole: 192.6
Gap between HOMO and LUMO, eV: 8.5
Total charge: -1
Max |F|, eV/A: 8.15

(3)
Computed, not measured: an isolated ion of composition C10H13N2OS and charge +1 at a distorted geometry, with ωB97M-V with the def2-TZVPD basis set.

CARTESIAN COORDINATES (ANGSTROEM)
1 C -2.89505 2.28670 0.52941
2 C -1.71681 1.38050 0.98632
3 S -0.92915 0.58843 -0.39467
4 O -1.07221 1.21031 -1.69592
5 N -1.52514 -0.99366 -0.46078
6 C -0.68307 -1.97755 -0.41842
7 C -1.20113 -3.36652 -0.39175
8 N 0.61594 -1.87752 -0.30179
9 C 1.43290 -0.74538 -0.18355
10 C 2.78535 -0.73828 -0.02235
11 C 3.45401 0.42049 0.16598
12 C 2.90242 1.70141 0.05441
13 C 1.53504 1.65396 -0.18057
14 C 0.78922 0.47913 -0.17676
15 H -2.63796 2.70371 -0.43281
16 H -3.83817 1.78936 0.57679
17 H -2.91901 3.23625 1.04341
18 H -2.24376 0.54643 1.47527
19 H -0.88762 1.96412 1.30218
20 H -1.13204 -3.87468 -1.30936
21 H -2.33665 -3.34183 -0.11200
22 H -0.70920 -3.99794 0.32737
23 H 1.04304 -2.89338 -0.33838
24 H 3.32987 -1.66045 -0.06478
25 H 4.38004 0.33082 0.58893
26 H 3.40863 2.63012 -0.12729
27 H 1.05053 2.54544 -0.43888

Properties
Energy relative to the best compared isomer or geometry (same formula, charge and spin), kcal per mole: 67.0
Gap between HOMO and LUMO, eV: 9.7
Total charge: +1
SMILES: CC[S@]1(=O)=NC(C)=[NH+]c2ccccc21
Max |F|, eV/A: 5.33

(4)
Computed, not measured: C27H45CeClN7O4SSi4Te as an isolated structure at a distorted geometry, with ωB97M-V with the def2-TZVPD basis set.

CARTESIAN COORDINATES (ANGSTROEM)
1 Ce -2.72231 0.01828 -1.03465
2 N -7.01018 -1.86590 -1.49715
3 C -5.82086 -1.18873 -1.31712
4 S -5.31691 -0.05369 -2.48230
5 N -5.13877 -1.30970 -0.13873
6 N -3.83541 -1.91985 -0.38413
7 C -3.00018 -2.21118 0.81940
8 C -2.13820 -3.34102 0.28841
9 C -2.50027 -4.70768 0.29371
10 C -1.77049 -5.60781 -0.43084
11 C -0.60256 -5.22284 -1.10076
12 C -0.28467 -3.85227 -1.01757
13 N -1.01507 -2.97318 -0.32731
14 H -7.57646 -1.61641 -2.29831
15 H -7.19276 -2.74997 -1.04539
16 H -3.67859 -2.49512 1.67345
17 H -3.37637 -5.05997 0.82078
18 H -2.11873 -6.63994 -0.46407
19 H 0.07995 -5.87538 -1.64223
20 H 0.58264 -3.48514 -1.55733
21 N -3.25974 2.67262 1.56667
22 C -2.41306 3.11476 0.52478
23 C -1.55090 4.14611 0.89464
24 C -0.77941 4.74659 -0.09698
25 C -0.88741 4.28874 -1.40477
26 C -1.88506 3.35845 -1.66780
27 N -2.41579 2.56847 -0.70867
28 C -4.38964 1.87536 1.35534
29 C -5.68041 2.32409 1.75816
30 C -6.81591 1.56733 1.36771
31 C -6.67010 0.29018 0.88076
32 C -5.27553 -0.28269 0.89482
33 N -4.25953 0.75693 0.69403
34 H -3.45360 3.36712 2.29589
35 H -1.60733 4.59527 1.87669
36 H -0.07355 5.52970 0.16289
37 H -0.27463 4.58049 -2.23722
38 H -2.04769 3.16487 -2.73069
39 H -5.73089 3.30512 2.23081
40 H -7.78960 2.03969 1.48546
41 H -7.53989 -0.31950 0.61331
42 H -5.10012 -0.79261 1.86398
43 O -2.61224 -0.14973 -4.64073
44 Cl -1.35108 -0.08552 -3.93091
45 O -0.21228 -0.20903 -4.73175
46 O -1.30976 1.10090 -3.07458
47 O -1.41324 -1.13484 -2.85027
48 C -2.13288 -1.07409 1.22131
49 H -2.41902 -0.19938 1.82263
50 H -1.06112 -1.30677 1.24230
51 C 3.21484 -1.16162 -2.90899
52 Si 4.05774 -1.42161 -1.23951
53 C 5.92210 -1.39515 -1.38979
54 C 3.63839 -3.19800 -0.85096
55 Si 3.29435 0.20462 0.36655
56 Te 0.85085 0.31015 0.38006
57 Si 3.48840 -0.35735 2.62006
58 C 2.46289 -1.87359 3.01481
59 C 2.82352 1.00189 3.76511
60 C 5.20887 -0.69857 3.25895
61 Si 3.83645 2.39564 -0.20400
62 C 3.02069 3.67808 0.87388
63 C 5.69342 2.65749 -0.28369
64 C 3.17508 2.84040 -1.93411
65 H 3.48043 -0.18725 -3.31272
66 H 2.10869 -1.20649 -2.82516
67 H 3.54596 -1.85829 -3.67492
68 H 6.21492 -2.25266 -1.94990
69 H 6.43972 -1.54365 -0.43139
70 H 6.32206 -0.50313 -1.88942
71 H 2.63086 -3.42298 -1.25387
72 H 3.65086 -3.52834 0.21995
73 H 4.35716 -3.86579 -1.36383
74 H 1.46734 -1.76419 2.58281
75 H 2.36373 -1.91394 4.13530
76 H 2.87256 -2.83754 2.69031
77 H 1.79458 1.33131 3.47687
78 H 3.54305 1.81800 3.73588
79 H 2.78426 0.57523 4.77445
80 H 5.71417 -1.55740 2.80073
81 H 5.14316 -0.83519 4.34943
82 H 5.87486 0.17454 3.16156
83 H 3.42162 3.60871 1.90914
84 H 1.92538 3.53035 0.88744
85 H 3.15696 4.66506 0.41129
86 H 6.20698 1.78009 -0.77856
87 H 6.12195 2.80102 0.69933
88 H 5.87192 3.57344 -0.86544
89 H 2.08405 2.75931 -1.96284
90 H 3.53215 2.12480 -2.71828
91 H 3.53069 3.87147 -2.11220

Properties
Gap between HOMO and LUMO (alpha / beta), eV: 5.4 / 5.4
Total charge: -1
Max |F|, eV/A: 3.70

Number 1: electronic energy -4064.3549 hartree. Number 2: electronic energy -3371.2180 hartree. Number 3: electronic energy -971.4693 hartree. Number 4: electronic energy -4499.3743 hartree.